[1]
Below is a single C9H7NO molecule, with properties calculated with ωB97M-V/def2-TZVPD.

Bonds (Å) are listed after each position.
Element x y z (Å)
1 C 2.12584 1.26042 0.28583  C2 1.309, O11 1.374, H12 1.079
2 C 2.43092 0.00404 0.07842  C1 1.309, C3 1.457, N4 1.679
3 C 2.25672 -1.43936 0.18049  C2 1.457, N4 1.440, H13 1.085, H14 1.093
4 N 1.25422 -0.90314 -0.70389  C2 1.679, C3 1.440, C5 1.387
5 C 0.00484 -0.41585 -0.35042  N4 1.387, C6 1.389, C10 1.408
6 C -1.12931 -1.21546 -0.30240  C5 1.389, C7 1.385, H15 1.079
7 C -2.38023 -0.64772 -0.12331  C6 1.385, C8 1.382, H16 1.079
8 C -2.50964 0.72061 0.02252  C7 1.382, C9 1.386, H17 1.079
9 C -1.38691 1.53280 -0.01279  C8 1.386, C10 1.384, H18 1.077
10 C -0.13346 0.97691 -0.19898  C5 1.408, C9 1.384, O11 1.383
11 O 0.96002 1.82273 -0.17403  C1 1.374, C10 1.383
12 H 2.79046 1.98586 0.72887  C1 1.079
13 H 2.97881 -2.07102 -0.32606  C3 1.085
14 H 1.96374 -1.81651 1.16356  C3 1.093
15 H -1.02383 -2.28131 -0.43381  C6 1.079
16 H -3.25698 -1.27662 -0.10578  C7 1.079
17 H -3.48187 1.16187 0.17659  C8 1.079
18 H -1.46334 2.60176 0.09518  C9 1.077

Results
Gap between HOMO and LUMO in eV: 8.990
Structure (SMILES): C1=C2CN2c2ccccc2O1
Total charge: 0
ΔE to the lowest compared entry with this formula, charge and spin in kcal/mol: 83.14

---

[2]
Below is a single C9H7NO2 molecule, with properties calculated with ωB97M-V/def2-TZVPD.

Bonds (Å) are listed after each position.
Element x y z (Å)
1 O 3.28370 -1.48543 -0.14677  C2 1.300
2 C 2.15151 -0.85831 -0.02123  O1 1.300, N3 1.296, C11 1.569
3 N 0.99801 -1.36846 0.27721  C2 1.296, C4 1.432, H13 1.167
4 C -0.23346 -0.66888 0.48578  N3 1.432, C5 1.387, C9 1.368
5 C -1.41275 -1.34841 0.21818  C4 1.387, C6 1.420, H14 1.095
6 C -2.63046 -0.84112 -0.30853  C5 1.420, C7 1.518, H15 1.269
7 C -2.83897 0.65536 -0.16260  C6 1.518, C8 1.452, H16 1.213
8 C -1.53432 1.26396 0.02785  C7 1.452, C9 1.401, H17 0.988
9 C -0.36479 0.69128 0.54471  C4 1.368, C8 1.401, C10 1.591
10 C 1.04957 1.35891 0.25093  C9 1.591, C11 1.414, H18 1.032
11 C 2.26142 0.70628 -0.07146  C2 1.569, C10 1.414, O12 1.327
12 O 3.55259 0.98773 -0.19099  C11 1.327, H19 1.043
13 H 0.95797 -2.44038 -0.18325  N3 1.167
14 H -1.36898 -2.42269 0.42625  C5 1.095
15 H -3.37193 -1.77977 -0.73190  C6 1.269
16 H -3.84323 1.05696 -0.71223  C7 1.213
17 H -1.61298 2.24710 0.09299  C8 0.988
18 H 1.06847 2.35728 -0.00881  C10 1.032
19 H 3.88863 1.88858 0.21388  O12 1.043

Results
Gap between HOMO and LUMO in eV: 8.759
Structure (SMILES): O=c1[nH]c2ccccc2cc1O
Total charge: 0
ΔE to the lowest compared entry with this formula, charge and spin in kcal/mol: 128.09

---

[3]
Below is a single C9H7NO2 molecule, with properties calculated with ωB97M-V/def2-TZVPD.

Bonds (Å) are listed after each position.
Element x y z (Å)
1 O -1.13760 2.56255 -0.26096  C2 1.216
2 C -0.98034 1.37324 -0.06033  O1 1.216, C3 1.460, C12 1.492
3 C -1.96284 0.29363 -0.06814  C2 1.460, N4 1.252, C6 1.574
4 N -3.19146 0.53005 -0.01442  C3 1.252, O5 1.409
5 O -3.94067 -0.61642 0.31790  N4 1.409, H13 0.959
6 C -1.13109 -1.04027 -0.15256  C3 1.574, C7 1.548, H14 1.106, H15 1.046
7 C 0.37026 -0.66792 -0.21998  C6 1.548, C8 1.342, C12 1.376
8 C 1.55722 -1.29419 -0.19010  C7 1.342, C9 1.411, H16 1.168
9 C 2.74570 -0.55635 -0.00211  C8 1.411, C10 1.400, H17 1.141
10 C 2.73829 0.82564 0.22154  C9 1.400, C11 1.357, H18 1.142
11 C 1.51103 1.39265 0.10441  C10 1.357, C12 1.377, H19 1.100
12 C 0.33430 0.67895 0.05998  C2 1.492, C7 1.376, C11 1.377
13 H -4.79161 -0.55791 -0.12094  O5 0.959
14 H -1.25499 -1.63189 0.77323  C6 1.106
15 H -1.50999 -1.66752 -0.89917  C6 1.046
16 H 1.75613 -2.44299 -0.25569  C8 1.168
17 H 3.70832 -1.14879 0.15454  C9 1.141
18 H 3.62420 1.47626 0.53212  C10 1.142
19 H 1.55512 2.49127 0.08067  C11 1.100

Results
Gap between HOMO and LUMO in eV: 9.064
Structure (SMILES): O=C1/C(=N/O)Cc2ccccc21
Total charge: 0
ΔE to the lowest compared entry with this formula, charge and spin in kcal/mol: 84.77

---

[4]
Below is a 2-piece molecular cluster, C9H8Cl2N2O overall, with properties calculated with ωB97M-V/def2-TZVPD.

Bonds (Å) are listed after each position.
Element x y z (Å)
1 C 1.90012 1.48293 -0.31646  C2 1.433, C3 1.421, H15 1.060
2 C 1.47960 0.59614 0.72714  C1 1.433, C4 1.361, H16 1.080
3 C 1.34744 1.36269 -1.62049  C1 1.421, C5 1.428, H17 1.058
4 C 0.44455 -0.26261 0.51738  C2 1.361, C6 1.399, H18 1.061
5 C 0.23134 0.48540 -1.77307  C3 1.428, C6 1.389, H19 1.158
6 C -0.19963 -0.31467 -0.72302  C4 1.399, C5 1.389, C8 1.486
7 C -2.71350 -0.51950 -1.13873  C8 1.505, O12 1.172, Cl13 1.767
8 C -1.41523 -1.16871 -0.74284  C6 1.486, C7 1.505, H20 1.214, H21 1.056
9 C -2.32555 1.05464 0.92267  N11 1.193, Cl14 1.651
10 N -2.73903 -0.32634 2.79877  N11 1.228, H22 1.013
11 N -2.60176 0.57952 1.98126  C9 1.193, N10 1.228
12 O -2.93621 0.36682 -1.87184  C7 1.172
13 Cl -4.01111 -1.42594 -0.35262  C7 1.767
14 Cl -1.66945 2.38254 0.19258  C9 1.651
15 H 2.72045 2.05468 0.03623  C1 1.060
16 H 1.75466 0.54182 1.77038  C2 1.080
17 H 1.66428 2.06288 -2.34817  C3 1.058
18 H 0.09360 -0.94008 1.25480  C4 1.061
19 H -0.33694 0.36877 -2.77474  C5 1.158
20 H -1.18824 -2.12803 -1.45090  C8 1.214
21 H -1.68907 -1.66470 0.14775  C8 1.056
22 H -3.48660 -0.13993 3.45716  N10 1.013

Results
Gap between HOMO and LUMO in eV: 8.656
Total charge: 0
ΔE to the lowest compared entry with this formula, charge and spin in kcal/mol: 41.83